Entry from the Open Molecules 2025 dataset: a molecular structure, C9H22N2O2 in a non-equilibrium geometry (the ωB97M-V functional and the def2-TZVPD basis).

For the energy above the lowest of the compared OMol25 structures with the same formula, charge and spin, the calculation gives 0.0 kJ/mol. Its net charge is +2.

XYZ file:
```
35
Properties=species:S:1:pos:R:3:forces:R:3
C 0.133 -1.583 -0.848 -0.1 -1.1 -0.7
C 1.982 -1.125 0.634 0.8 -0.7 0.3
C 1.018 -2.676 -1.503 -0.4 0.3 -0.1
C 2.770 -2.241 -0.095 0.1 0.4 0.2
C 1.543 0.399 -1.193 0.5 0.6 -0.7
C -1.829 1.800 1.810 -0.3 0.7 1.1
C -2.371 0.154 0.159 -0.8 -0.8 -0.4
C -1.113 2.128 -0.461 0.3 0.9 -0.8
C -0.054 0.443 1.020 1.8 -1.1 -0.9
N 0.938 -0.517 -0.231 -1.7 1.1 1.6
N -1.324 1.105 0.586 0.4 0.0 0.0
O 1.890 -3.214 -0.563 0.0 -0.3 0.1
O 0.807 1.378 1.416 -0.4 0.2 -0.2
H -0.515 -1.175 -1.622 0.0 0.2 0.1
H -0.458 -2.077 -0.075 0.0 0.1 0.1
H 1.507 -1.600 1.496 -0.1 0.1 0.0
H 2.687 -0.362 0.963 -0.1 0.1 0.0
H 0.368 -3.488 -1.840 0.0 0.2 0.0
H 1.559 -2.269 -2.369 0.0 -0.1 0.0
H 3.379 -1.831 -0.912 0.0 0.0 0.1
H 3.434 -2.724 0.625 0.0 0.2 0.0
H 2.465 -0.031 -1.591 -0.1 0.0 0.1
H 0.883 0.589 -2.035 -0.1 -0.1 0.1
H 1.809 1.338 -0.707 0.0 -0.1 0.0
H -1.110 2.539 2.159 0.0 -0.1 -0.2
H -2.757 2.318 1.572 0.0 -0.2 -0.2
H -2.032 1.086 2.606 0.1 -0.2 -0.1
H -2.191 -0.220 -0.844 0.2 0.1 0.1
H -2.453 -0.682 0.852 0.1 0.1 0.1
H -3.334 0.664 0.147 0.2 0.1 0.0
H -0.853 1.669 -1.413 0.0 -0.1 0.2
H -2.035 2.694 -0.604 0.0 -0.2 0.2
H -0.327 2.821 -0.158 -0.1 -0.1 0.0
H -0.289 -0.369 1.713 0.0 0.0 -0.1
H 1.419 1.121 2.117 0.0 -0.2 0.2
```
Forces are in eV/Å.



Entry from the Open Molecules 2025 dataset: 3 unconnected molecules or ions with the total composition C33H67BrF9NO6Si4 in a non-equilibrium geometry (the ωB97M-V functional and the def2-TZVPD basis).

The structure (SMILES) is CCN[C@@]1(CCC(F)(F)C(F)(F)C(F)(F)C(F)(F)F)[C@@H](O)OC(=O)[C@@]1(Br)CCCCCCCCOC.C[Si](C)(C)O[Si](C)(C)C.C[Si](C)(C)O[Si](C)(C)C. The total energy comes out at -175097.71693 eV.

XYZ file:
```
121
Properties=species:S:1:pos:R:3:forces:R:3
C 0.792 -1.131 -0.474 -0.2 -0.1 0.5
C 0.545 0.455 -0.221 -0.8 -2.1 0.0
N 1.247 1.261 -1.248 0.9 0.5 0.5
C 1.720 2.575 -0.751 -2.4 0.7 0.1
C 2.888 2.462 0.332 0.3 0.8 -0.1
C 4.357 2.235 -0.263 0.3 0.2 0.3
C 4.499 1.012 -1.267 -1.4 -0.1 1.2
F 3.792 -0.094 -0.684 1.4 2.0 -1.4
F 3.904 1.268 -2.519 1.6 -0.5 2.0
C 6.033 0.522 -1.361 0.9 -0.8 2.0
F 6.188 -0.409 -0.282 -0.1 1.9 -2.3
F 6.963 1.561 -1.057 -2.1 -2.1 -1.2
C 6.394 -0.294 -2.681 -0.6 -1.8 0.2
F 5.329 -1.232 -2.862 2.1 1.9 0.4
F 7.553 -1.059 -2.497 -2.2 1.9 -0.3
C 6.486 0.553 -4.031 0.8 0.2 -3.2
F 6.749 1.913 -3.870 -0.7 -2.9 0.1
F 5.342 0.418 -4.854 2.6 0.4 2.4
F 7.554 0.009 -4.791 -2.3 1.3 1.7
C 2.088 3.695 -1.868 1.8 0.6 -3.0
O 1.717 3.352 -3.240 0.0 0.2 1.6
O 1.520 5.031 -1.616 -0.8 -2.1 2.8
C 0.793 4.901 -0.401 -0.5 2.0 1.1
O 0.530 5.872 0.320 0.9 -3.2 -2.7
C 0.373 3.339 -0.215 0.8 3.2 -0.1
Br 0.037 3.301 1.771 0.0 -0.6 -1.2
C -0.931 3.285 -1.180 0.3 -0.2 0.0
C -2.188 4.086 -0.603 -0.6 -0.7 -1.3
C -3.428 3.761 -1.612 0.3 -0.9 0.2
C -4.569 2.853 -0.887 0.6 0.7 -1.5
C -5.380 1.937 -1.965 -0.2 0.4 1.4
C -6.894 2.460 -1.955 0.1 -0.5 -0.9
C -7.948 1.481 -2.669 0.2 0.0 0.8
C -7.913 -0.011 -2.097 -0.8 0.7 -1.0
O -8.475 0.015 -0.761 0.3 -1.7 -0.8
C -8.644 -1.359 -0.282 0.0 0.0 0.4
H -0.106 -1.730 -0.071 1.3 1.0 -0.6
H 0.906 -1.369 -1.583 -0.1 0.4 1.5
H 1.710 -1.514 0.104 -1.3 0.7 -1.1
H 0.867 0.651 0.849 -0.2 0.2 -1.6
H -0.602 0.577 -0.233 1.6 0.2 0.0
H 0.734 1.327 -2.133 0.3 0.1 0.6
H 2.722 1.680 1.137 -0.2 0.9 -1.3
H 2.918 3.478 0.879 0.0 -1.5 -0.8
H 5.041 2.024 0.639 -1.0 0.2 -1.5
H 4.763 3.210 -0.714 -0.6 -1.6 0.3
H 3.191 3.960 -2.003 -1.2 -0.8 1.0
H 2.136 4.045 -3.789 -0.4 -0.6 0.4
H -0.639 3.811 -2.164 -0.2 -0.8 1.5
H -1.177 2.205 -1.495 0.2 1.6 0.9
H -1.955 5.199 -0.637 -0.3 -1.5 0.4
H -2.505 3.721 0.427 0.7 0.7 -1.2
H -3.854 4.712 -2.070 0.4 -1.3 0.7
H -3.033 3.109 -2.476 -0.5 1.1 1.1
H -4.043 2.194 -0.120 -0.9 1.0 -0.8
H -5.301 3.597 -0.432 1.0 -1.2 -0.1
H -5.319 0.861 -1.568 -0.2 1.5 -0.8
H -4.908 1.987 -3.003 -0.7 -0.1 1.4
H -6.914 3.461 -2.521 0.0 -1.3 1.0
H -7.203 2.624 -0.874 0.3 -0.2 -1.4
H -7.819 1.482 -3.799 0.0 -0.1 1.4
H -8.988 1.895 -2.452 1.3 -0.6 -0.3
H -8.606 -0.635 -2.772 1.0 0.7 0.9
H -6.878 -0.493 -2.134 -1.2 0.7 0.2
H -7.795 -1.569 0.453 -1.2 0.0 -1.0
H -9.661 -1.487 0.243 1.6 0.5 -0.7
H -8.617 -2.103 -1.143 0.1 0.9 1.1
C -1.770 4.439 5.731 -0.1 -0.3 0.1
Si -3.106 3.124 5.604 0.0 0.2 0.0
C -4.774 3.929 5.924 0.2 -0.2 0.1
C -3.108 2.472 3.847 0.1 -0.3 0.4
O -2.828 1.911 6.719 0.0 0.2 0.1
Si -2.692 1.755 8.376 0.0 0.1 0.1
C -2.363 -0.018 8.886 0.0 0.1 -0.4
C -4.280 2.314 9.211 0.1 0.0 -0.3
C -1.276 2.813 9.012 -0.2 -0.1 -0.2
H -1.821 4.954 6.694 0.1 0.0 0.0
H -1.892 5.185 4.942 0.0 0.0 0.0
H -0.779 3.990 5.631 0.0 0.1 0.0
H -5.565 3.176 5.942 0.0 0.1 0.0
H -5.007 4.656 5.141 0.0 0.0 0.0
H -4.774 4.452 6.884 -0.1 0.0 0.0
H -3.892 1.723 3.709 0.0 0.0 0.0
H -2.146 2.015 3.598 -0.1 0.0 0.0
H -3.288 3.286 3.143 0.0 0.0 0.1
H -3.177 -0.674 8.566 0.1 0.0 0.0
H -2.278 -0.087 9.974 0.0 0.1 -0.1
H -1.430 -0.384 8.450 -0.1 0.0 0.0
H -4.443 3.383 9.057 -0.1 0.0 0.0
H -4.234 2.128 10.286 0.0 0.0 0.0
H -5.138 1.773 8.803 0.0 0.1 0.1
H -1.487 3.875 8.862 0.1 0.0 0.0
H -0.349 2.568 8.486 0.0 0.1 0.1
H -1.121 2.644 10.081 0.0 0.0 0.0
C 5.986 -8.709 -3.189 -0.2 0.2 0.0
Si 4.288 -8.312 -3.889 0.2 0.0 -0.1
C 4.399 -8.302 -5.765 0.0 0.2 0.2
C 3.121 -9.691 -3.388 -0.1 0.4 0.2
O 3.769 -6.825 -3.334 0.2 0.0 -0.2
Si 4.274 -5.234 -3.390 0.2 0.2 0.0
C 3.091 -4.093 -2.486 -0.1 -0.4 0.0
C 4.390 -4.654 -5.173 -0.1 -0.2 0.1
C 5.966 -5.062 -2.592 -0.2 -0.2 -0.1
H 6.736 -8.012 -3.571 0.0 0.0 0.1
H 6.289 -9.720 -3.471 0.0 0.0 0.0
H 5.976 -8.643 -2.099 0.1 0.0 0.0
H 3.447 -7.990 -6.203 0.1 0.0 0.0
H 4.642 -9.299 -6.142 0.0 0.0 0.0
H 5.175 -7.612 -6.103 0.0 0.0 -0.1
H 2.122 -9.526 -3.799 0.0 0.0 0.1
H 3.041 -9.760 -2.299 0.0 0.0 -0.1
H 3.488 -10.649 -3.762 0.1 0.0 0.0
H 2.095 -4.131 -2.933 0.0 0.0 0.1
H 3.449 -3.061 -2.540 0.0 -0.1 0.0
H 3.011 -4.369 -1.432 -0.1 0.0 0.0
H 5.171 -5.199 -5.708 0.0 0.0 0.0
H 4.629 -3.588 -5.216 0.0 0.0 0.0
H 3.441 -4.816 -5.692 0.1 0.0 0.0
H 6.723 -5.601 -3.168 0.0 0.0 0.1
H 5.953 -5.467 -1.577 0.1 0.0 0.0
H 6.261 -4.011 -2.541 0.0 0.0 0.0
```
Forces are in eV/Å.



Entry from the Open Molecules 2025 dataset: a single CH4NOP molecule in a non-equilibrium geometry (the ωB97M-V functional and the def2-TZVPD basis).

The structure (SMILES) is O=NCP. For the energy above the lowest of the compared OMol25 structures with the same formula, charge and spin, the calculation gives 453.9 kJ/mol.

XYZ file:
```
8
Properties=species:S:1:pos:R:3:forces:R:3
O 1.802 -0.763 0.286 -1.1 1.4 0.3
N 1.067 -0.053 -0.401 3.0 -2.6 -2.7
C 0.262 0.898 0.098 -2.2 -4.1 2.7
P -1.418 -0.488 0.073 1.0 1.7 2.3
H 0.026 1.612 -0.551 -1.0 2.9 -2.7
H 0.420 1.142 1.095 0.1 0.7 2.0
H -0.636 -1.573 0.661 -0.5 0.6 -1.0
H -1.523 -0.775 -1.261 0.6 -0.5 -0.9
```
Forces are in eV/Å.



Entry from the Open Molecules 2025 dataset: a molecular structure, C4H8N2O2 in a non-equilibrium geometry (the ωB97M-V functional and the def2-TZVPD basis).

For the energy above the lowest of the compared OMol25 structures with the same formula, charge and spin, the calculation gives 363.4 kJ/mol.

XYZ file:
```
16
Properties=species:S:1:pos:R:3:forces:R:3
C -0.871 -0.422 0.202 -0.6 0.3 -1.1
C 0.033 1.519 -0.146 0.4 0.0 1.1
C 0.923 2.227 -1.097 0.0 -0.1 -0.1
C -0.346 -1.821 0.397 0.0 -0.2 -0.2
N -0.050 -2.140 1.699 0.1 0.0 0.1
O 0.515 0.685 0.709 0.0 0.6 -0.7
O -0.976 0.058 -0.987 0.1 -0.7 0.6
N -0.302 -2.666 -0.554 0.0 0.2 0.3
H -1.553 -0.079 0.995 0.1 0.0 0.0
H -0.935 1.999 0.045 0.1 -0.2 0.0
H 0.290 -1.386 2.277 0.0 0.0 -0.1
H 0.436 -3.017 1.818 0.0 0.1 0.0
H -0.612 -2.227 -1.421 0.0 0.1 0.1
H 1.321 3.109 -0.580 -0.1 -0.1 0.0
H 0.369 2.571 -1.971 0.0 0.0 0.1
H 1.756 1.590 -1.387 -0.1 0.0 0.0
```
Forces are in eV/Å.



Entry from the Open Molecules 2025 dataset: 2 unconnected molecules or ions with the total composition C4H12OS in a non-equilibrium geometry (the ωB97M-V functional and the def2-TZVPD basis).

The structure (SMILES) is CCO.CCS. For the energy above the lowest of the compared OMol25 structures with the same formula, charge and spin, the calculation gives 172.2 kJ/mol.

XYZ file:
```
18
Properties=species:S:1:pos:R:3:forces:R:3
C 0.035 1.524 -1.540 1.0 -0.5 0.0
C -0.936 0.381 -1.845 -2.3 0.4 -1.6
O -2.212 0.591 -1.189 -1.0 0.4 -0.4
H -0.420 2.517 -1.699 0.0 -0.5 0.4
H 0.854 1.474 -2.292 -0.2 -0.1 0.6
H 0.514 1.414 -0.509 -0.8 0.5 -1.5
H -1.300 0.387 -2.974 1.8 -0.4 1.9
H -0.624 -0.619 -1.467 0.3 0.7 -0.8
H -2.913 0.806 -1.862 1.3 -0.3 1.2
C 1.024 -0.505 2.640 -3.3 0.4 1.4
C 0.960 -0.776 1.143 0.9 0.0 0.3
S 0.604 -2.609 0.926 -1.0 0.9 -1.1
H 0.032 -0.923 3.046 0.8 1.0 -0.6
H 1.619 -1.069 3.346 1.3 0.1 -0.6
H 0.987 0.604 2.856 0.5 -1.2 -0.1
H 1.940 -0.582 0.693 -0.2 -0.2 -0.1
H 0.297 0.011 0.717 -0.1 -1.4 0.1
H -0.461 -2.627 0.011 1.1 0.3 0.9
```
Forces are in eV/Å.